[1]
{"formula": "C12H32O4", "method": "wB97M-V/def2-TZVPD", "species": ["C", "C", "C", "O", "H", "H", "H", "H", "H", "H", "H", "H", "C", "C", "C", "O", "H", "H", "H", "H", "H", "H", "H", "H", "C", "C", "C", "O", "H", "H", "H", "H", "H", "H", "H", "H", "C", "C", "C", "O", "H", "H", "H", "H", "H", "H", "H", "H"], "xyz": [[27.5280, -9.1937, 5.5941], [27.6978, -10.4422, 6.4266], [29.1605, -10.7042, 6.7111], [27.0032, -10.2297, 7.6984], [28.0045, -8.2854, 5.9629], [26.4715, -8.9378, 5.5139], [27.8125, -9.4850, 4.5830], [27.1674, -11.2794, 5.9729], [29.6162, -10.9207, 5.7449], [29.3364, -11.5535, 7.3714], [29.7732, -9.8622, 7.0330], [26.0801, -10.0987, 7.4700], [24.2578, -8.1506, 9.4431], [23.6886, -8.5943, 8.0477], [23.5543, -7.5065, 6.9647], [24.4069, -9.7093, 7.5668], [24.8571, -7.2412, 9.3981], [24.9762, -8.8814, 9.8144], [23.4531, -8.0685, 10.1737], [22.6672, -8.9039, 8.2690], [22.9759, -7.8513, 6.1076], [24.4130, -6.9858, 6.5408], [22.9329, -6.7404, 7.4284], [23.8817, -10.0597, 6.8436], [18.3389, -7.1039, 8.8114], [18.9526, -5.9543, 9.6669], [20.3761, -5.4879, 9.0955], [18.1093, -4.8285, 9.5229], [18.4638, -7.0661, 7.7292], [17.2875, -7.2410, 9.0640], [18.7290, -8.0691, 9.1347], [19.0296, -6.2242, 10.7202], [20.1899, -5.2464, 8.0491], [21.1692, -6.2355, 9.0858], [20.6710, -4.5068, 9.4680], [18.3758, -4.2345, 10.2284], [26.2504, -2.3332, 7.6506], [26.0581, -3.4495, 6.6260], [24.5761, -3.9201, 6.6035], [26.4827, -2.8223, 5.3549], [25.7849, -1.3816, 7.3940], [27.2954, -2.1169, 7.8726], [25.8654, -2.5835, 8.6391], [26.7208, -4.2863, 6.8467], [24.2989, -4.0236, 7.6526], [24.5438, -4.9340, 6.2044], [23.9256, -3.2395, 6.0542], [26.2216, -3.3556, 4.6006]], "atomic_forces_ev_per_a": [[-0.8, -0.4, -0.9], [-0.6, 1.4, 2.4], [0.4, -0.6, -0.8], [1.3, -0.4, -0.6], [0.5, -0.4, 0.0], [-0.2, -0.1, 0.1], [0.4, 0.6, -0.2], [0.5, -0.2, -0.4], [0.1, -0.4, -0.2], [-0.1, 0.1, 0.0], [-0.6, 0.3, 0.5], [-0.3, 0.2, 0.3], [0.4, -0.3, -1.0], [0.2, 1.1, 0.6], [-0.7, 0.4, 0.6], [-0.2, -0.4, -0.1], [-0.3, 0.3, -0.1], [-0.2, -0.3, -0.1], [0.1, 0.2, -0.1], [-0.2, -0.2, -0.1], [-0.1, -0.3, 0.0], [0.5, -0.5, 0.5], [-0.1, 0.3, -0.1], [0.1, -0.2, -0.2], [0.2, -0.4, 1.3], [1.4, 0.0, -2.0], [-1.5, -0.4, -0.5], [-0.4, 0.1, 0.4], [0.1, 0.5, 0.1], [-0.2, 0.5, -0.2], [0.6, 0.0, 0.0], [0.0, -0.3, 0.0], [-0.1, -0.2, -0.2], [0.0, 0.1, 0.5], [0.2, -0.3, 0.7], [-0.2, 0.4, -0.1], [0.4, 0.0, 0.8], [-0.6, 1.6, -0.9], [1.4, -0.4, 0.2], [-0.3, -0.5, 1.0], [-0.1, -0.2, -0.4], [0.2, 0.0, -0.5], [-0.3, -0.4, -0.1], [0.0, -0.1, 0.0], [-0.4, 0.2, -0.1], [-0.3, 0.2, -0.4], [0.1, 0.0, 0.2], [-0.1, -0.3, 0.1]], "nbo_charge": [-0.63, 0.09, -0.62, -0.76, 0.21, 0.20, 0.20, 0.16, 0.20, 0.22, 0.21, 0.49, -0.64, 0.11, -0.64, -0.73, 0.21, 0.24, 0.21, 0.16, 0.20, 0.21, 0.21, 0.47, -0.64, 0.11, -0.64, -0.72, 0.21, 0.22, 0.21, 0.16, 0.21, 0.20, 0.21, 0.46, -0.63, 0.10, -0.64, -0.74, 0.22, 0.22, 0.20, 0.17, 0.21, 0.20, 0.22, 0.46], "spin_multiplicity": 1, "gap_ev": 9.98, "smiles": "CC(C)O.CC(C)O.CC(C)O.CC(C)O"}


[2]
{"formula": "H4N2", "method": "wB97M-V/def2-TZVPD", "species": ["H", "H", "H", "H", "N", "N"], "xyz": [[-1.1056, 0.9448, -0.0813], [-0.9098, -0.8778, -0.4917], [1.1481, -0.6994, 0.6719], [0.9923, 0.9746, 0.1292], [-0.7120, -0.0324, 0.1299], [0.6942, -0.0165, -0.1625]], "atomic_forces_ev_per_a": [[0.4, -2.7, -0.4], [-1.4, 2.4, 0.8], [-1.3, 2.6, -2.7], [0.0, -2.1, -0.4], [-0.8, -0.6, -0.8], [3.1, 0.4, 3.5]], "nbo_charge": [0.36, 0.36, 0.32, 0.33, -0.71, -0.67], "spin_multiplicity": 1, "gap_ev": 9.49, "smiles": "NN"}


[3]
{"formula": "C32H41NO3", "method": "wB97M-V/def2-TZVPD", "species": ["C", "C", "O", "C", "C", "C", "O", "C", "C", "C", "C", "C", "C", "C", "C", "C", "C", "O", "H", "H", "H", "H", "H", "H", "H", "H", "H", "H", "H", "H", "H", "H", "H", "H", "H", "H", "H", "H", "H", "H", "H", "H", "H", "C", "N", "C", "C", "C", "C", "C", "C", "C", "C", "C", "C", "C", "C", "C", "C", "C", "C", "H", "H", "H", "H", "H", "H", "H", "H", "H", "H", "H", "H", "H", "H", "H", "H"], "xyz": [[3.7583, -2.3216, -0.4289], [2.5114, -1.5167, -0.6473], [2.2527, -0.9080, 0.6282], [1.1597, -0.1126, 0.6279], [1.2051, 0.8952, 1.7633], [-0.0648, 1.6269, 1.9405], [-0.5615, 1.7488, 3.0812], [-0.7221, 2.3567, 0.7813], [-1.9742, 1.6825, 0.1775], [-3.0150, 1.1162, 1.1672], [-3.1844, -0.4173, 1.1107], [-3.1891, -1.0758, 2.5191], [-2.3183, -2.3292, 2.5465], [-0.8172, -2.0259, 2.4318], [-0.1562, -1.4037, 3.6474], [1.3688, -1.1420, 3.4548], [1.7647, 0.2993, 3.0776], [0.3137, -0.2487, -0.2582], [3.8739, -2.9960, -1.2896], [4.6303, -1.6607, -0.3565], [3.6866, -2.9218, 0.4925], [2.6584, -0.7262, -1.3931], [1.6670, -2.1397, -0.9454], [-1.0231, 3.3519, 1.1550], [0.0134, 2.4884, -0.0385], [-2.4794, 2.4677, -0.4116], [-1.5820, 0.9204, -0.5178], [-2.7830, 1.4684, 2.1877], [-4.0058, 1.5352, 0.9036], [-4.1430, -0.6379, 0.6062], [-2.4158, -0.8632, 0.4636], [-2.8374, -0.3489, 3.2671], [-4.2308, -1.3185, 2.7733], [-2.5339, -2.9232, 3.4405], [-2.5810, -2.9576, 1.6880], [-0.2855, -2.9643, 2.2001], [-0.6435, -1.3743, 1.5597], [-0.6189, -0.4439, 3.9244], [-0.3247, -2.0769, 4.5102], [1.8207, -1.3018, 4.4455], [1.8690, -1.8628, 2.7771], [2.8665, 0.3256, 3.0380], [1.4501, 0.9697, 3.8933], [0.4630, 6.5963, 2.8530], [1.1898, 5.6462, 2.0317], [1.2738, 4.3143, 2.2776], [2.1796, 3.7107, 1.3903], [2.5019, 2.2970, 1.4250], [3.2274, 1.8368, 0.2065], [2.6899, 2.2107, -1.0300], [3.3003, 1.8383, -2.2308], [4.5516, 1.2088, -2.2077], [5.2977, 1.1161, -3.5001], [5.0678, 0.7633, -0.9846], [4.3932, 1.0465, 0.2119], [2.7178, 4.7999, 0.5519], [3.7588, 4.9604, -0.3550], [4.0762, 6.2423, -0.8289], [3.4013, 7.3846, -0.3865], [2.3717, 7.2567, 0.5479], [2.0609, 5.9767, 0.9826], [0.2922, 7.4898, 2.2382], [-0.4606, 6.1098, 3.2303], [1.0361, 6.8994, 3.7472], [0.6578, 3.8424, 3.0565], [2.9906, 2.0057, 2.3919], [1.7930, 2.8435, -1.0443], [2.8592, 2.1647, -3.1782], [6.2721, 0.6489, -3.3549], [4.7234, 0.6023, -4.2830], [5.4810, 2.1393, -3.8666], [6.0559, 0.2783, -0.9661], [4.8100, 0.7102, 1.1691], [4.3815, 4.1185, -0.6554], [4.9045, 6.3431, -1.5351], [3.6960, 8.3664, -0.7867], [1.7892, 8.1220, 0.8480]], "atomic_forces_ev_per_a": [[0.4, -0.5, -0.3], [0.1, -0.3, 0.2], [-0.7, 0.9, 0.1], [-0.1, -0.2, -1.5], [1.0, 0.5, 0.0], [-1.8, 0.8, 1.8], [0.8, 0.0, -1.9], [0.2, 0.1, -0.2], [-0.1, 0.1, -0.4], [-0.4, 0.2, -0.3], [-0.2, 0.1, 0.3], [-0.1, 0.1, -0.5], [0.2, 0.0, 0.0], [0.1, -0.1, -0.4], [0.2, 0.1, 0.4], [-0.1, -0.2, 0.6], [-0.1, -0.2, -0.1], [1.1, 0.9, 1.6], [0.2, 0.1, 0.3], [-0.2, -0.3, 0.0], [0.0, 0.2, -0.4], [-0.1, -0.1, 0.1], [0.0, 0.1, 0.1], [0.3, -0.4, 0.0], [-0.4, 0.0, 0.5], [0.4, -0.3, 0.0], [-0.6, 0.2, 0.3], [-0.1, -0.3, -0.4], [0.5, 0.1, 0.2], [0.4, 0.0, 0.2], [0.0, 0.1, 0.3], [-0.1, -0.2, -0.2], [0.3, 0.0, 0.1], [0.2, 0.0, 0.0], [-0.1, 0.0, 0.1], [-0.1, 0.2, 0.1], [-0.3, -0.3, 0.3], [0.0, -0.3, -0.1], [0.2, 0.2, -0.3], [0.1, 0.0, -0.3], [-0.5, 0.3, 0.3], [-0.3, -0.1, -0.1], [0.1, -0.2, -0.3], [0.0, -0.1, 0.2], [0.2, 0.2, -0.4], [0.9, -0.6, -0.7], [-1.7, 1.7, 0.8], [0.4, -3.0, 1.1], [0.5, -0.3, -0.5], [-0.1, -0.3, -0.5], [0.0, 0.5, 0.7], [-0.6, -0.1, 0.1], [0.3, 0.2, -0.3], [0.0, 0.5, 0.0], [-0.1, 0.5, 0.0], [-0.6, -0.2, 1.1], [0.7, 0.5, -0.6], [0.2, -0.7, 0.1], [-0.3, 0.1, 0.0], [0.3, 0.3, -0.9], [-0.5, -0.2, 1.2], [-0.4, -0.3, 0.4], [0.4, 0.5, -0.5], [0.0, -0.1, -0.4], [0.4, 0.3, -0.5], [0.0, 0.6, -1.2], [0.4, -0.4, -0.1], [0.2, -0.2, 0.3], [-0.1, -0.1, -0.2], [0.2, 0.0, 0.2], [0.0, -0.3, 0.0], [-0.6, 0.1, 0.0], [-0.2, 0.1, -0.4], [-0.3, 0.2, 0.0], [-0.3, 0.0, 0.2], [-0.3, -0.5, 0.3], [0.2, -0.1, 0.2]], "lowdin_charge": [-0.06, -0.21, -0.03, -0.42, -0.11, -0.34, 0.04, -0.11, -0.18, -0.19, -0.19, -0.20, -0.21, -0.21, -0.19, -0.17, -0.14, 0.09, 0.09, 0.06, 0.09, 0.12, 0.13, 0.13, 0.11, 0.11, 0.09, 0.10, 0.11, 0.11, 0.10, 0.10, 0.11, 0.11, 0.11, 0.12, 0.09, 0.10, 0.12, 0.11, 0.11, 0.11, 0.13, -0.02, -0.10, 0.00, -0.13, -0.04, -0.22, -0.05, -0.03, -0.29, -0.06, -0.06, -0.02, -0.10, -0.02, -0.09, -0.09, -0.02, -0.16, 0.08, 0.10, 0.10, 0.14, 0.13, 0.12, 0.12, 0.07, 0.09, 0.09, 0.12, 0.13, 0.11, 0.10, 0.11, 0.10], "spin_multiplicity": 1, "gap_ev": 8.06}


[4]
{"formula": "C4H5NO2", "method": "wB97M-V/def2-TZVPD", "species": ["O", "C", "C", "C", "N", "C", "O", "H", "H", "H", "H", "H"], "xyz": [[0.6406, -1.2641, -0.9309], [1.2791, -0.2759, -0.5680], [0.7405, 0.6377, 0.4060], [-0.6751, 1.1943, 0.1879], [-0.4602, 0.0995, 1.0639], [-0.8824, -1.3187, 0.0648], [-1.8009, -1.3050, -0.7021], [2.2764, -0.1476, -0.9856], [1.4504, 1.3144, 0.9003], [-1.3604, 0.9673, -0.6316], [-0.6693, 2.2370, 0.4995], [-0.5388, -2.1389, 0.6958]], "atomic_forces_ev_per_a": [[1.0, 0.2, 0.0], [0.0, -0.3, -0.4], [-0.1, 0.0, -0.5], [0.1, 0.1, -0.5], [-0.2, -0.9, -0.6], [-1.0, 0.8, 0.9], [0.4, 0.4, 0.9], [0.2, 0.3, -0.1], [-0.4, -0.5, 0.1], [0.7, 0.1, -0.4], [-0.5, -0.3, 0.6], [-0.1, -0.1, 0.0]], "nbo_charge": [-0.47, 0.43, -0.26, -0.21, -0.42, 0.57, -0.60, 0.17, 0.23, 0.23, 0.20, 0.14], "spin_multiplicity": 1, "gap_ev": 9.30}


[5]
{"formula": "C4H6N3", "method": "wB97M-V/def2-TZVPD", "species": ["C", "C", "C", "C", "N", "N", "N", "H", "H", "H", "H", "H", "H"], "xyz": [[1.2352, -1.3063, -0.9417], [0.1978, 0.4799, -0.6658], [-0.9741, 0.0863, 1.5229], [-0.0759, 0.9926, 0.6285], [0.9797, -1.2757, -2.1021], [-0.0440, 0.4601, -1.9175], [0.2467, -0.4583, -2.6932], [1.7038, -2.0650, -0.2302], [-0.4744, -0.8311, 1.4026], [-0.9419, 0.4877, 2.5093], [-1.9492, 0.0755, 1.0754], [-0.7153, 1.8233, 0.2644], [0.8116, 1.5311, 1.1474]], "atomic_forces_ev_per_a": [[1.1, -1.3, 4.7], [0.9, -2.1, -2.0], [1.2, 1.0, -1.5], [-0.1, 2.8, 0.3], [2.1, -3.9, -2.0], [-2.1, 4.6, 3.6], [-0.8, 0.4, -3.2], [-0.5, 1.4, -1.1], [0.0, -1.7, 0.7], [-0.2, 0.0, 0.7], [-0.5, -0.2, 0.2], [0.1, 0.4, 0.5], [-1.2, -1.3, -0.9]], "nbo_charge": [0.17, 0.51, -0.55, -0.56, -0.13, -0.19, 0.15, 0.30, 0.21, 0.26, 0.24, 0.31, 0.32], "spin_multiplicity": 1, "gap_ev": [6.78, 7.37], "charge": 1}


Computed ΔE to the lowest compared entry with this formula, charge and spin, in the same sequence as the records: 130.51 101.70 24.42 352.96 794.58 kJ/mol.
Computed E, in the same sequence as the records: -21151.547 -3042.953 -41481.273 -9810.657 -8700.269 eV.